(1)
41
Properties=species:S:1:pos:R:3:forces:R:3 method="wB97M-V/def2-TZVPD" total_energy_ha=-1616.2282 e_lumo_ev=4.6 total_charge=-2 orbital_gap_ev=6.821 relative_energy_kcal_mol=249.44
S -0.31370 3.23008 1.03677 0.00 7.89 1.30
O -0.16459 -0.53301 0.07410 4.22 3.68 -6.48
O -2.85833 -2.20521 -1.39328 -0.82 -2.41 2.93
O -1.38540 4.17703 0.65777 0.38 -0.56 -0.06
O 2.20102 1.81366 0.70489 8.59 -6.85 1.78
O 0.85340 3.33458 0.17229 -1.96 3.21 -2.80
O -2.95055 0.74274 2.09125 2.53 0.75 -0.74
O 1.88055 -0.68756 2.06457 -4.93 -3.95 -0.98
O 0.74047 -3.14874 0.89169 -3.01 -5.43 -1.65
O 2.50138 -0.26344 -1.72946 3.28 -0.21 3.73
O -0.81679 1.90622 0.90110 -1.55 -6.29 0.18
O -1.47075 -1.83034 2.10185 -9.28 6.46 -7.79
O 0.14446 3.50246 2.38410 -0.06 -0.48 1.51
O 1.22822 0.17728 -3.45146 -1.89 0.28 -1.76
O -2.62724 1.97965 -0.86340 -0.90 3.39 0.82
O 1.61809 -2.49840 -1.30174 1.18 2.14 -1.01
O -0.53327 -1.32733 -2.40775 4.61 -4.08 4.42
H 1.11707 -2.41690 1.20608 2.55 4.63 1.88
H 1.48057 2.29873 0.45924 -3.18 2.94 -1.62
H 0.82969 -2.05033 -1.69063 -0.11 -0.83 -0.72
H 2.58063 0.52703 -1.21340 -0.42 1.40 1.33
H -0.02615 0.33066 0.38816 -0.14 2.99 1.07
H 2.71417 -0.42037 2.02592 5.02 2.61 0.16
H -0.53759 -1.12558 0.54912 -4.38 -6.54 6.21
H -3.03828 2.96768 -0.98770 1.97 -3.75 0.84
H 2.99318 2.25006 0.33848 -0.99 0.04 0.42
H -0.28457 -0.72715 -0.91212 -0.61 0.04 -1.81
H -2.05084 -2.12926 -1.84771 2.19 1.11 -2.07
H -0.98024 -1.96535 2.74754 7.42 -2.44 9.24
H -2.09218 1.20357 1.58736 -2.36 -0.89 1.56
H 1.85675 -0.03533 -2.70521 -2.19 0.62 -3.26
H -1.99412 2.03380 -0.00953 -1.82 0.28 -2.91
H -3.13438 1.34902 2.82515 0.22 -0.13 -0.34
H -1.97785 -0.83968 2.40795 1.32 -3.49 -1.58
H 0.37823 -0.32966 -3.19262 1.92 0.65 -0.43
H 0.84479 -3.10574 -0.09657 0.56 0.16 1.13
H 2.15066 -1.59952 -1.24477 -1.74 -3.06 0.55
H -1.13400 -0.84779 -2.80005 -5.24 4.07 -3.03
H -2.42871 -2.82087 -0.71389 -1.62 1.08 -0.63
H 3.36901 -0.62987 -1.74384 1.44 -0.37 -0.37
H 1.31722 -0.28683 2.68976 -0.20 1.31 1.00


(2)
11
Properties=species:S:1:pos:R:3:forces:R:3 method="wB97M-V/def2-TZVPD" total_energy_ha=-380.4916 e_lumo_ev=-0.9 orbital_gap_ev=8.793 smiles="CC(=O)C(=O)C=O" relative_energy_kcal_mol=34.76
O -2.32095 0.19013 -0.03534 0.74 -0.09 -0.38
O 0.17065 1.54490 0.99161 0.06 -0.33 0.08
O 0.63556 0.19461 -1.81185 -0.54 0.12 -0.22
C -0.55296 0.40332 -1.73423 0.53 -0.16 -0.16
C 0.91413 -0.72468 1.11436 -0.01 0.02 0.05
C -1.15431 0.25565 -0.32693 -0.37 0.00 0.06
C 0.01494 0.39194 0.65674 0.14 0.41 0.39
H -1.14979 0.68453 -2.61667 -0.23 -0.09 0.19
H 1.91762 -0.30080 1.21557 -0.17 -0.10 0.03
H 0.94796 -1.58788 0.44338 -0.18 0.24 0.05
H 0.57715 -1.05171 2.10336 0.02 -0.02 -0.09


(3)
20
Properties=species:S:1:pos:R:3:forces:R:3 method="wB97M-V/def2-TZVPD" total_energy_ha=-323.8611 e_lumo_ev=-6.7 total_charge=+2 orbital_gap_ev=12.013 relative_energy_kcal_mol=20.00
N 0.14620 0.79424 -1.63160 -0.19 -1.08 0.42
N -1.49238 -1.06384 2.53258 -0.47 -0.94 -1.48
N 2.44725 0.82215 -1.86108 0.24 1.43 -1.13
C -1.37812 -0.18404 1.32068 -0.05 2.55 -0.48
C 0.03313 -0.21364 0.64437 -1.03 -0.96 0.95
C 1.25458 1.27695 -2.15528 -1.55 -0.85 0.55
C 0.05007 -0.48789 -0.85603 0.74 1.60 -0.77
H -2.05791 -0.60203 3.24348 0.09 -0.35 0.39
H -0.75417 1.15317 -1.90996 0.25 0.42 -0.39
H -0.60142 -1.42562 2.87118 0.34 0.78 0.49
H -2.26916 -0.16441 0.67312 0.33 -1.73 -0.11
H -0.82744 -0.98022 -1.27294 0.02 -0.23 0.39
H 1.04323 2.03489 -2.90501 0.88 0.18 0.06
H 3.18408 1.30554 -2.35972 0.36 -0.32 0.21
H -1.91682 -1.94490 2.22569 -0.67 0.08 0.35
H 0.59092 -1.04137 1.10203 0.02 0.20 0.06
H 0.52019 0.71745 0.94954 0.22 -0.23 -0.46
H -1.62705 0.84131 1.64184 0.96 -0.18 0.69
H 0.93754 -1.05672 -1.14794 -0.27 -0.19 0.17
H 2.71729 0.21898 -1.10494 -0.20 -0.19 0.09


(4)
20
Properties=species:S:1:pos:R:3:forces:R:3 method="wB97M-V/def2-TZVPD" total_energy_ha=-1078.7576 e_lumo_ev=0.3 orbital_gap_ev=9.358 smiles="[O-][N+]1=NO[C@@](OS)(c2ccccc2)O1" relative_energy_kcal_mol=75.84
S 0.45627 3.06787 0.30944 1.83 0.99 0.19
O 2.01964 -0.00963 -1.20674 -1.21 0.54 -0.69
O 3.70563 -1.60545 1.07506 1.31 -0.79 1.28
O 1.52879 1.85959 -0.17720 -0.22 0.16 -0.59
O 1.95380 0.02297 1.01488 1.25 -1.58 0.64
N 3.01739 -0.75830 -0.83252 1.28 -0.91 -2.82
N 3.10978 -0.92501 0.34587 -2.02 1.10 2.14
C -0.80505 -0.37750 1.10358 0.35 0.01 -0.73
C -2.22640 -0.52309 -1.26921 1.03 -0.02 1.16
C 1.29182 0.47285 -0.04445 -1.15 1.46 0.24
C -0.89507 -0.04621 -1.25895 -0.52 0.85 -0.90
C -0.18305 0.02618 -0.04994 0.17 0.45 -2.30
C -2.80045 -0.98772 -0.09795 0.19 0.57 1.92
C -2.08976 -0.84215 1.12069 0.17 -0.61 -2.12
H -2.80350 -0.55993 -2.15027 -0.30 0.01 -1.07
H -0.16650 -0.45557 1.91841 0.65 0.05 1.83
H -0.50197 0.36483 -2.23583 -0.15 -0.67 1.35
H 1.57092 4.00036 0.40818 -1.90 -1.39 -0.03
H -3.80583 -1.39753 0.02441 0.26 0.09 -0.70
H -2.37645 -1.32655 2.00254 -1.01 -0.31 1.19


(5)
57
Properties=species:S:1:pos:R:3:forces:R:3 method="wB97M-V/def2-TZVPD" total_energy_ha=-2028.2860 e_lumo_ev=-4.7 total_charge=+1 orbital_gap_ev=5.963
S 2.10318 -1.34817 -1.95277 1.26 -0.16 -0.31
S 1.75227 1.39944 -3.51274 0.76 -0.29 -0.88
P -2.37721 -0.79522 0.74858 3.50 1.20 -0.55
N -1.77533 0.76915 1.17783 -1.19 -1.48 1.67
N -0.98767 -1.42280 1.56977 -2.37 0.75 0.88
C -1.04907 0.70763 2.36307 0.61 0.11 -1.08
C 2.79735 1.14076 -0.87834 -0.38 -0.21 -1.04
C -0.70576 -3.39677 0.15651 0.18 -0.19 -0.08
C 4.07959 3.08322 -0.16316 -0.03 -0.10 -0.02
C 4.38289 2.47353 1.06574 -1.14 0.03 -0.45
C -3.85958 1.84765 1.44493 -0.30 0.28 0.13
C 1.93694 0.46100 -1.98397 -0.62 0.05 0.95
C -2.50917 1.98947 0.75663 0.26 -0.07 0.10
C 3.30390 2.42165 -1.13593 0.60 0.17 0.31
C 0.47308 0.36834 -4.30566 0.19 0.24 -0.47
C -2.60861 1.99242 -0.76265 0.04 0.26 -0.22
C -0.77364 -2.89772 1.59837 0.15 0.29 0.01
C -0.60040 -0.56446 2.58232 1.00 -0.11 -0.66
C -1.98638 -3.42021 2.36458 0.00 -0.31 0.24
C 0.86963 -1.10944 -4.44499 -0.58 0.66 -0.18
C -1.75830 3.24365 1.21058 -0.10 0.31 0.02
C 3.85430 1.19225 1.30494 0.22 0.31 -0.39
C 0.55275 -3.20530 2.29168 0.18 -0.26 0.18
C 3.10412 0.50526 0.33478 0.36 0.30 0.21
C 0.83454 -1.84866 -3.12366 0.05 -0.18 -0.10
H -0.75970 3.34099 0.74987 -0.41 -0.19 0.17
H 4.90769 3.03953 1.84709 -0.09 -0.47 -0.45
H 3.18260 2.89176 -2.12929 -0.11 -0.26 0.83
H 1.02625 -2.91079 -3.31212 -0.06 0.13 0.22
H 0.87959 0.51446 -1.82879 -0.79 0.25 1.61
H 1.42123 -2.78576 1.74980 -0.50 -0.11 0.20
H 2.84065 -0.54497 0.52018 -0.14 0.61 -0.11
H 0.58133 -2.87535 3.34050 -0.04 -0.13 -0.33
H -4.51710 2.67337 1.18463 -0.11 0.03 0.01
H -3.08350 1.09878 -1.17887 -0.03 0.06 0.14
H -1.62014 2.10757 -1.22441 -0.14 -0.10 0.14
H -2.92243 -3.10363 1.87475 0.29 -0.26 0.16
H -0.78843 1.61186 2.92083 -0.09 -0.59 -0.34
H -2.36263 4.10018 0.88615 0.22 -0.11 0.08
H -3.70317 1.85085 2.53010 -0.15 -0.02 -0.15
H 0.14959 -1.57710 -5.13188 0.16 0.01 0.13
H -4.34365 0.89916 1.16430 0.01 0.38 0.02
H -1.60120 -3.16258 -0.42949 0.04 -0.04 0.15
H -0.13784 -1.75414 -2.63416 -0.17 0.00 -0.17
H 0.66099 -4.29614 2.30625 0.07 0.21 0.00
H -0.59454 -4.48487 0.18132 -0.07 0.12 -0.08
H -1.66325 3.32248 2.30294 -0.09 -0.02 -0.35
H -3.20352 2.86069 -1.05147 -0.03 -0.10 -0.10
H 4.05975 0.72736 2.25997 0.01 -0.17 -0.04
H 0.44214 0.84994 -5.30266 -0.26 -0.37 0.44
H -0.52875 0.46351 -3.83846 0.53 0.10 -0.05
H 4.44185 4.09727 -0.37214 -0.08 -0.50 0.05
H 1.85367 -1.15038 -4.90268 0.16 -0.19 0.01
H -1.97627 -4.50651 2.43629 -0.03 -0.03 -0.02
H 0.09876 -0.89830 3.35487 -0.39 0.31 -0.44
H 0.17082 -2.98035 -0.36051 -0.24 -0.01 0.17
H -1.96423 -3.00555 3.38066 -0.13 -0.12 -0.17


(6)
20
Properties=species:S:1:pos:R:3:forces:R:3 method="wB97M-V/def2-TZVPD" total_energy_ha=-937.7823 e_lumo_ev=0.4 orbital_gap_ev=8.641 relative_energy_kcal_mol=59.22
S 2.68735 -0.86907 0.40089 0.74 -0.08 -0.03
P 1.14100 0.14385 -0.07218 -2.92 2.32 1.16
C -1.13629 -1.40083 -0.89063 -0.26 -1.87 0.60
C -0.32845 -1.65497 1.55809 1.83 0.27 -1.60
C 0.93587 0.63960 -1.84292 0.25 0.22 -0.12
C 0.51282 2.26253 0.99090 1.09 -3.77 0.16
C -0.49338 -0.68780 0.31996 -1.89 1.65 0.74
H -1.23397 -2.03945 2.01703 -0.19 -0.03 -0.39
H 0.80836 2.32954 2.06402 -0.34 -0.09 -1.20
H -1.21333 0.24303 0.56102 1.64 -2.06 -0.28
H 0.29054 -1.17914 2.33751 -0.34 -0.11 -0.25
H -0.50408 2.22477 0.69450 -1.03 -0.03 0.40
H -0.86543 -1.06201 -1.88719 0.20 -0.06 0.22
H -2.24147 -1.34918 -0.86568 0.49 0.00 0.25
H -0.87550 -2.50296 -0.80540 -0.27 1.18 -0.38
H -0.09894 0.52010 -2.27973 1.37 0.30 0.68
H 1.68576 0.03854 -2.37143 -0.43 -0.10 -0.14
H 1.02799 2.78363 0.26654 1.45 1.67 -0.91
H 0.34036 -2.46456 1.10305 -1.09 0.63 1.06
H 1.29315 1.66920 -1.95312 -0.27 -0.05 0.03